*P*
The following is a quantum chemistry calculation of one molecule with the formula C4H8P2, from the Open Molecules 2025 dataset.

Each atom is followed by the atoms it is bonded to, with distances in Å.
Geometry (Å):
1 C -0.871 0.214 2.082  P2 1.802, C3 1.506, H7 1.116, H8 1.165
2 P -1.909 1.102 0.906  C1 1.802, C3 1.918, H9 1.454
3 C -0.459 -0.133 0.676  C1 1.506, P2 1.918, P4 1.868, H10 1.130
4 P 1.085 0.684 0.016  C3 1.868, C5 1.812, C6 1.833
5 C 1.608 -0.635 -1.111  P4 1.812, C6 1.508, H11 1.081, H12 1.099
6 C 0.804 0.451 -1.780  P4 1.833, C5 1.508, H13 1.008, H14 1.019
7 H -1.379 -0.639 2.593  C1 1.116
8 H -0.105 0.839 2.700  C1 1.165
9 H -2.973 0.133 0.703  P2 1.454
10 H -0.872 -1.151 0.412  C3 1.130
11 H 1.281 -1.664 -1.177  C5 1.081
12 H 2.658 -0.466 -1.384  C5 1.099
13 H 1.226 1.077 -2.448  C6 1.008
14 H -0.094 0.190 -2.188  C6 1.019

Computed properties:
Orbital gap ... 10.05 eV
E_HOMO ... -0.329 hartree
Spin multiplicity ... 1
SMILES string ... C1P[C@H]1P1CC1



*Q*
The following is a quantum chemistry calculation of one molecule with the formula C4H8P2, from the Open Molecules 2025 dataset.

Each atom is followed by the atoms it is bonded to, with distances in Å.
Geometry (Å):
1 C 2.131 1.795 -0.158  C2 1.564, H7 1.059, H8 1.141, H9 1.154
2 C 1.076 0.672 0.107  C1 1.564, P3 1.722, H10 1.130
3 P -0.615 0.967 -0.041  C2 1.722, P4 2.342, C5 1.846
4 P -2.940 0.741 -0.207  P3 2.342, C5 1.958
5 C -1.589 -0.536 0.409  P3 1.846, P4 1.958, C6 1.537, H11 1.076
6 C -1.217 -1.834 -0.326  C5 1.537, H12 0.998, H13 1.069, H14 1.102
7 H 1.738 2.549 -0.789  C1 1.059
8 H 3.029 1.176 -0.494  C1 1.141
9 H 2.294 2.216 0.904  C1 1.154
10 H 1.281 -0.313 0.622  C2 1.130
11 H -1.788 -0.853 1.417  C5 1.076
12 H -0.756 -1.616 -1.184  C6 0.998
13 H -2.101 -2.423 -0.441  C6 1.069
14 H -0.542 -2.542 0.181  C6 1.102

Computed properties:
Orbital gap ... 6.40 eV
E_HOMO ... -0.272 hartree
Spin multiplicity ... 1
SMILES string ... CC=P1=P[C@H]1C



If we sort the structures by their calculated energies, the order from most to least stable is *P*, *Q*.



*P*
The following is a quantum chemistry calculation of one molecule with the formula C3H3Br, from the Open Molecules 2025 dataset.

Each atom is followed by the atoms it is bonded to, with distances in Å.
Geometry (Å):
1 C 0.827 -0.014 0.666  C2 1.444, H5 1.089, H6 1.089, H7 1.089
2 C -0.298 0.005 -0.240  C1 1.444, C3 1.200
3 C -1.233 0.022 -0.992  C2 1.200, Br4 1.809
4 Br -2.642 0.046 -2.126  C3 1.809
5 H 0.656 -0.749 1.452  C1 1.089
6 H 0.955 0.968 1.117  C1 1.089
7 H 1.734 -0.278 0.123  C1 1.089

Computed properties:
Orbital gap ... 10.35 eV
E_HOMO ... -0.349 hartree
Spin multiplicity ... 1
SMILES string ... CC#CBr



*Q*
The following is a quantum chemistry calculation of a 2-piece molecular cluster, C3H3Br overall, from the Open Molecules 2025 dataset.

Each atom is followed by the atoms it is bonded to, with distances in Å.
Geometry (Å):
1 C 0.416 0.926 -0.369  C2 1.303, C3 1.509, H5 1.098
2 C 1.414 0.219 0.081  C1 1.303, C3 1.482
3 C 0.076 -0.378 0.310  C1 1.509, C2 1.482, H6 1.100, H7 1.013
4 Br 4.492 0.249 0.007  no bonds
5 H -0.146 1.750 -0.828  C1 1.098
6 H -0.422 -0.383 1.290  C3 1.100
7 H -0.278 -1.069 -0.341  C3 1.013

Computed properties:
Orbital gap (alpha / beta) ... 6.29 / 6.29 eV
E_HOMO (alpha / beta) ... -0.360 / -0.360 hartree
Spin multiplicity ... 1



If we sort the structures by their calculated energies, the order from most to least stable is *P*, *Q*.



*P*
The following is a quantum chemistry calculation of a 5-piece molecular cluster, H10O5 overall, from the Open Molecules 2025 dataset.

Each atom is followed by the atoms it is bonded to, with distances in Å.
Geometry (Å):
1 O 1.304 -2.466 -1.780  H2 0.972, H3 0.962
2 H 0.912 -1.576 -1.753  O1 0.972
3 H 0.555 -3.068 -1.737  O1 0.962
4 O -1.384 2.793 -1.254  H5 0.963, H6 0.965
5 H -2.227 3.086 -0.890  O4 0.963
6 H -1.330 3.218 -2.118  O4 0.965
7 O -0.624 1.121 1.924  H8 0.963, H9 0.968
8 H -1.548 1.389 1.887  O7 0.963
9 H -0.658 0.154 1.964  O7 0.968
10 O 1.179 -2.221 1.975  H11 0.964, H12 0.963
11 H 1.533 -1.325 1.997  O10 0.964
12 H 1.939 -2.776 2.177  O10 0.963
13 O 0.402 0.346 -0.968  H14 0.966, H15 0.967
14 H 0.225 0.447 -0.023  O13 0.966
15 H -0.279 0.878 -1.402  O13 0.967

Computed properties:
Orbital gap ... 10.79 eV
E_HOMO ... -0.386 hartree
Spin multiplicity ... 1
SMILES string ... O.O.O.O.O



*Q*
The following is a quantum chemistry calculation of a 5-piece molecular cluster, H10O5 overall, from the Open Molecules 2025 dataset.

Each atom is followed by the atoms it is bonded to, with distances in Å.
Geometry (Å):
1 O -0.141 1.908 -2.212  H2 0.928, H3 1.093
2 H 0.692 2.284 -2.372  O1 0.928
3 H 0.226 1.203 -1.461  O1 1.093
4 O 0.433 0.229 -0.153  H5 0.917, H6 0.952
5 H 0.687 -0.027 0.690  O4 0.917
6 H -0.474 -0.056 -0.204  O4 0.952
7 O -2.345 -0.086 0.254  H8 0.991, H9 0.898
8 H -2.950 -0.799 0.583  O7 0.991
9 H -2.527 0.072 -0.611  O7 0.898
10 O 1.050 0.524 2.439  H11 0.989, H12 0.972
11 H 0.548 1.140 3.028  O10 0.989
12 H 1.851 1.058 2.304  O10 0.972
13 O 0.765 -2.657 -0.586  H14 0.924, H15 0.940
14 H 1.361 -3.066 -1.162  O13 0.924
15 H 0.825 -1.720 -0.533  O13 0.940

Computed properties:
Orbital gap ... 10.95 eV
E_HOMO ... -0.384 hartree
Spin multiplicity ... 1
SMILES string ... O.O.O.O.O



*R*
The following is a quantum chemistry calculation of a 5-piece molecular cluster, H10O5 overall, from the Open Molecules 2025 dataset.

Each atom is followed by the atoms it is bonded to, with distances in Å.
Geometry (Å):
1 O -2.229 1.316 -1.879  H2 0.957, H3 0.957
2 H -3.113 1.683 -1.897  O1 0.957
3 H -1.702 1.982 -1.436  O1 0.957
4 O 0.568 -0.411 -0.182  H5 0.957, H6 0.957
5 H 0.729 -1.301 -0.494  O4 0.957
6 H -0.356 -0.253 -0.374  O4 0.957
7 O 0.724 1.202 2.114  H8 0.957, H9 0.957
8 H 1.659 1.321 2.283  O7 0.957
9 H 0.688 0.788 1.251  O7 0.957
10 O 1.949 -0.887 3.443  H11 0.957, H12 0.957
11 H 2.802 -0.475 3.580  O10 0.957
12 H 1.656 -0.556 2.594  O10 0.957
13 O -1.001 -1.752 -2.762  H14 0.957, H15 0.957
14 H -0.485 -1.049 -3.154  O13 0.957
15 H -1.890 -1.608 -3.086  O13 0.957

Computed properties:
Orbital gap ... 11.10 eV
E_HOMO ... -0.394 hartree
Spin multiplicity ... 1
SMILES string ... O.O.O.O.O



*S*
The following is a quantum chemistry calculation of a 5-piece molecular cluster, H10O5 overall, from the Open Molecules 2025 dataset.

Each atom is followed by the atoms it is bonded to, with distances in Å.
Geometry (Å):
1 O -0.563 1.733 -0.840  H2 0.944, H3 1.001
2 H -1.365 1.463 -0.421  O1 0.944
3 H -0.297 0.967 -1.427  O1 1.001
4 O -0.880 -2.262 0.010  H5 0.996, H6 0.979
5 H -1.096 -2.922 0.724  O4 0.996
6 H -0.427 -1.614 0.588  O4 0.979
7 O 0.665 -0.051 0.786  H8 0.966, H9 0.951
8 H 0.219 0.621 0.255  O7 0.966
9 H 1.560 0.263 0.854  O7 0.951
10 O -2.744 -0.252 -0.497  H11 0.957, H12 0.933
11 H -2.652 -0.051 -1.428  O10 0.957
12 H -2.172 -0.973 -0.341  O10 0.933
13 O 3.262 0.913 0.953  H14 0.973, H15 0.958
14 H 3.151 1.814 0.602  O13 0.973
15 H 3.333 0.344 0.186  O13 0.958

Computed properties:
Orbital gap ... 11.76 eV
E_HOMO ... -0.416 hartree
Spin multiplicity ... 1
SMILES string ... O.O.O.O.O



If we sort the structures by their calculated energies, the order from most to least stable is *S*, *P*, *R*, *Q*.